Version A
This record from OMol25 describes 2 unconnected molecules or ions with the total composition C2H6NS. The level of theory is wB97M-V/def2-TZVPD.

Last column: Löwdin charge in e.
Atoms and positions in Å:
S: 2.64546 0.89401 1.27012  -0.3049
H: 2.36569 2.20913 1.12850  -0.4788
C: -1.33917 -0.31837 -1.30323  -0.0643
C: -0.32189 -0.53240 -0.46887  -0.3369
N: -0.35890 -0.46779 0.92169  -0.0100
H: -2.36622 -0.09443 -1.05562  0.0263
H: -1.09288 -0.44144 -2.35304  0.0208
H: 0.64422 -0.87993 -0.82139  0.0830
H: -0.64145 0.43481 1.29227  0.0701
H: 0.46515 -0.80358 1.38957  -0.0055

The total charge is -1. The HOMO energy is -2.656 eV. The calculation puts the frontier orbital gap at 6.78 eV.



Version B
This record from OMol25 describes 2 unconnected molecules or ions with the total composition C2H6NS. The level of theory is wB97M-V/def2-TZVPD.

Last column: Löwdin charge in e.
Atoms and positions in Å:
S: 1.15337 -1.79352 -1.28550  -0.3340
H: 2.24290 -1.47221 -1.99952  -0.5032
C: -0.33072 1.80976 1.92538  -0.1878
C: -1.18092 0.64776 0.10654  -0.0914
N: -1.33955 1.58759 0.93172  -0.1202
H: -0.01136 2.84817 1.86339  0.0588
H: 0.59227 1.22558 1.84341  0.0751
H: -0.78327 1.70598 2.90895  0.0632
H: -2.00497 0.40166 -0.55190  0.0577
H: -0.40753 -0.11058 0.24524  -0.0182

The total charge is -1. The HOMO energy is -2.596 eV. The calculation puts the frontier orbital gap at 6.59 eV.



Of them, version B has the lowest stability.



Version A
This record from OMol25 describes 2 unconnected molecules or ions with the total composition C2H6NS. The level of theory is wB97M-V/def2-TZVPD.

Last column: Löwdin charge in e.
Atoms and positions in Å:
S: -0.82083 -1.35436 -2.98081  -0.2273
H: -2.11651 -1.51281 -3.25373  -0.4844
C: 0.52472 1.14471 1.65787  -0.0696
C: -0.05929 0.31711 0.77960  -0.3347
N: 0.49353 -0.56673 -0.12446  0.0085
H: 1.57620 1.04017 1.93120  0.0243
H: -0.05084 1.77762 2.31840  0.0122
H: -1.12322 0.32188 0.69703  0.0868
H: 1.46943 -0.74662 0.04441  0.0702
H: 0.10682 -0.42098 -1.06951  -0.0860

The total charge is -1. The HOMO energy is -2.758 eV. The calculation puts the frontier orbital gap at 6.74 eV.



Version B
This record from OMol25 describes 2 unconnected molecules or ions with the total composition C2H6NS. The level of theory is wB97M-V/def2-TZVPD.

Last column: Löwdin charge in e.
Atoms and positions in Å:
S: 2.82540 -2.20961 -3.71848  -0.4518
H: 2.27538 -1.35239 -2.83729  -0.5458
C: -1.01545 0.38229 1.72150  -0.1857
C: -0.12116 0.57999 -0.40883  -0.0632
N: 0.08969 0.64603 0.83457  -0.1027
H: -0.83658 -0.53542 2.31532  0.0729
H: -0.87848 1.05290 2.57856  0.0660
H: -2.02083 0.32349 1.31339  0.0653
H: 0.65816 1.06915 -0.98194  0.0692
H: -0.97612 0.04358 -0.81680  0.0760

The total charge is -1. The HOMO energy is -2.313 eV. The calculation puts the frontier orbital gap at 5.49 eV.



Of them, version B has the lowest stability.